DFT (the ωB97M-V functional and the def2-TZVPD basis) results for C19H13F3MoN2O6Te as an isolated structure.

As for the HOMO energy (alpha / beta): -15.44 / -15.44 eV. The total charge is +2. Its HOMO-LUMO gap (alpha / beta) is 6.6 / 6.6 eV. As for the LUMO energy (alpha / beta): -8.836 / -8.835 eV.

```
45
C19H13F3MoN2O6Te the ωB97M-V functional and the def2-TZVPD basis
Mo -1.65 0.24 0.74
O -1.04 3.48 5.80
C -0.05 2.60 5.69
O 0.81 2.48 6.51
C -0.03 1.70 4.49
C 0.99 0.78 4.28
N 0.73 0.13 3.14
N -0.40 0.57 2.57
C -0.86 1.53 3.38
C -2.10 2.18 2.91
O -2.72 3.04 3.42
O -2.46 1.60 1.69
H -1.68 3.47 5.07
H 1.85 0.57 4.89
H 1.29 -0.58 2.69
F 1.93 1.40 -0.61
C 2.07 0.07 -0.70
F 2.36 -0.40 0.52
F 3.02 -0.23 -1.54
C 0.72 -0.51 -1.17
O 0.44 -0.91 -2.24
O -0.22 -0.47 -0.14
Te -3.20 0.31 -1.55
C -3.20 -1.52 -0.51
C -3.28 -1.40 0.91
C -3.09 -2.53 1.74
C -2.77 -3.73 1.16
C -2.65 -3.83 -0.24
C -2.84 -2.74 -1.07
C -5.06 1.18 -1.10
C -5.60 1.87 -2.18
C -6.82 2.50 -2.02
C -7.49 2.43 -0.81
C -6.93 1.74 0.26
C -5.71 1.12 0.13
H -3.81 -0.53 1.34
H -3.22 -2.44 2.81
H -2.62 -4.61 1.77
H -2.40 -4.79 -0.68
H -2.72 -2.84 -2.14
H -5.09 1.91 -3.14
H -7.26 3.03 -2.86
H -8.45 2.92 -0.69
H -7.46 1.70 1.21
H -5.29 0.59 0.98
```

Calculated atomic charges, method natural (NBO), unit e: number 1, Mo, carries 1.391; number 2, O, carries -0.631; number 3, C, carries 0.773; number 4, O, carries -0.502; number 5, C, carries -0.190; number 6, C, carries 0.084; number 7, N, carries -0.264; number 8, N, carries -0.372; number 9, C, carries 0.036; number 10, C, carries 0.782; number 11, O, carries -0.436; number 12, O, carries -0.631; number 13, H, carries 0.502; number 14, H, carries 0.288; number 15, H, carries 0.452; number 16, F, carries -0.292; number 17, C, carries 0.903; number 18, F, carries -0.321; number 19, F, carries -0.251; number 20, C, carries 0.710; number 21, O, carries -0.401; number 22, O, carries -0.662; number 23, Te, carries 0.985; number 24, C, carries -0.200; number 25, C, carries -0.439; number 26, C, carries -0.102; number 27, C, carries -0.210; number 28, C, carries -0.014; number 29, C, carries -0.269; number 30, C, carries -0.294; number 31, C, carries -0.229; number 32, C, carries -0.172; number 33, C, carries -0.149; number 34, C, carries -0.195; number 35, C, carries -0.167; number 36, H, carries 0.288; number 37, H, carries 0.254; number 38, H, carries 0.262; number 39, H, carries 0.249; number 40, H, carries 0.263; number 41, H, carries 0.237; number 42, H, carries 0.251; number 43, H, carries 0.249; number 44, H, carries 0.244; number 45, H, carries 0.190


DFT (the ωB97M-V functional and the def2-TZVPD basis) results for one molecule with the formula C3H7N3O.

As for the HOMO energy: -8.58 eV. Its HOMO-LUMO gap is 9.5 eV. As for the LUMO energy: 0.925 eV.

```
14
C3H7N3O the ωB97M-V functional and the def2-TZVPD basis
C -0.93 0.72 -1.15
C 0.60 0.48 -0.83
N -1.91 0.39 -0.16
C 0.80 -1.45 1.96
O 1.46 1.04 -1.71
N 1.12 -0.14 0.15
N 0.39 -0.50 1.24
H 2.37 0.92 -1.40
H -1.86 1.01 0.64
H -1.80 -0.58 0.16
H -1.04 1.76 -1.44
H -1.12 0.12 -2.04
H 0.29 -1.62 2.89
H 1.63 -2.13 1.69
```

Calculated atomic charges, method natural (NBO), unit e: number 1, C, carries -0.290; number 2, C, carries 0.571; number 3, N, carries -0.809; number 4, C, carries -0.089; number 5, O, carries -0.666; number 6, N, carries -0.434; number 7, N, carries -0.281; number 8, H, carries 0.498; number 9, H, carries 0.368; number 10, H, carries 0.371; number 11, H, carries 0.216; number 12, H, carries 0.211; number 13, H, carries 0.177; number 14, H, carries 0.156


DFT (the ωB97M-V functional and the def2-TZVPD basis) results for one molecule with the formula C5H10.

As for the HOMO energy: -10.74 eV. Its HOMO-LUMO gap is 11.9 eV. As for the LUMO energy: 1.203 eV.

```
15
C5H10 the ωB97M-V functional and the def2-TZVPD basis
C -0.42 1.23 -0.11
C -0.99 0.05 0.69
C 0.91 0.68 -0.45
C -0.27 -1.20 0.45
C 0.72 -0.87 -0.60
H -1.17 1.40 -0.89
H -0.30 2.19 0.45
H -2.06 -0.06 0.42
H -1.01 0.32 1.75
H 1.35 1.09 -1.40
H 1.61 0.91 0.34
H 0.30 -1.54 1.34
H -0.71 -1.99 0.00
H 0.39 -0.90 -1.64
H 1.65 -1.32 -0.38
```

Calculated atomic charges, method natural (NBO), unit e: number 1, C, carries -0.414; number 2, C, carries -0.409; number 3, C, carries -0.397; number 4, C, carries -0.429; number 5, C, carries -0.388; number 6, H, carries 0.201; number 7, H, carries 0.211; number 8, H, carries 0.204; number 9, H, carries 0.208; number 10, H, carries 0.201; number 11, H, carries 0.195; number 12, H, carries 0.197; number 13, H, carries 0.216; number 14, H, carries 0.196; number 15, H, carries 0.209


DFT (the ωB97M-V functional and the def2-TZVPD basis) results for C44H44N5O4P2Ti as an isolated structure.

As for the HOMO energy: -9.98 eV. The total charge is +1. Its HOMO-LUMO gap is 7.1 eV. As for the LUMO energy: -2.924 eV.

```
100
C44H44N5O4P2Ti the ωB97M-V functional and the def2-TZVPD basis
Ti -0.52 0.93 0.73
C 2.11 3.86 -0.98
C 1.12 2.74 -1.07
O 0.68 2.32 0.08
C 0.67 2.23 -2.26
C -0.54 1.51 -2.33
C -1.22 1.36 -3.66
N -1.14 1.11 -1.23
N -2.54 1.00 -1.36
C -3.06 1.39 -0.24
O -2.30 1.68 0.80
C -4.52 1.49 -0.07
C -5.36 1.57 -1.18
C -6.72 1.67 -1.01
C -7.26 1.68 0.27
C -6.44 1.60 1.38
C -5.06 1.51 1.21
H 2.83 3.68 -0.19
H 2.65 3.99 -1.92
H 1.57 4.78 -0.76
H 1.12 2.58 -3.18
H -0.48 1.43 -4.46
H -1.75 0.42 -3.71
H -1.95 2.16 -3.81
H -4.92 1.57 -2.17
H -7.37 1.74 -1.87
H -8.34 1.76 0.41
H -6.86 1.61 2.38
H -4.40 1.45 2.07
C -0.72 -2.30 1.74
P -1.46 -1.44 0.32
C -3.24 -1.72 0.38
C -3.97 -1.82 -0.81
C -5.35 -1.98 -0.76
C -6.01 -2.04 0.45
C -5.29 -1.92 1.63
C -3.91 -1.76 1.60
C -0.84 -2.37 -1.10
C 0.26 -1.92 -1.83
C 0.76 -2.69 -2.87
C 0.18 -3.91 -3.18
C -0.90 -4.37 -2.45
C -1.41 -3.61 -1.41
C 0.54 -1.58 2.09
C 1.47 -1.87 3.05
C 2.50 -0.91 2.92
C 2.16 -0.08 1.89
C 3.10 0.81 1.13
P 3.16 0.30 -0.66
C 4.40 1.45 -1.36
C 4.31 1.70 -2.73
C 5.21 2.56 -3.35
C 6.19 3.20 -2.61
C 6.27 2.97 -1.24
C 5.39 2.09 -0.63
C 4.12 -1.26 -0.66
C 4.75 -1.82 0.45
C 5.43 -3.03 0.35
C 5.49 -3.69 -0.87
C 4.88 -3.14 -1.98
C 4.19 -1.95 -1.87
N 0.91 -0.44 1.39
H -1.43 -2.31 2.57
H -0.52 -3.34 1.47
H -3.47 -1.76 -1.76
H -5.91 -2.05 -1.69
H -7.08 -2.16 0.48
H -5.80 -1.95 2.59
H -3.38 -1.64 2.53
H 0.76 -1.00 -1.57
H 1.62 -2.33 -3.43
H 0.58 -4.51 -4.00
H -1.34 -5.33 -2.68
H -2.25 -3.98 -0.84
H 1.44 -2.71 3.73
H 3.43 -0.89 3.46
H 2.82 1.87 1.12
H 4.09 0.75 1.60
H 3.54 1.22 -3.31
H 5.14 2.73 -4.42
H 6.88 3.87 -3.09
H 7.04 3.46 -0.66
H 5.49 1.92 0.44
H 4.72 -1.32 1.41
H 5.91 -3.44 1.22
H 6.02 -4.63 -0.94
H 4.92 -3.65 -2.94
H 3.70 -1.53 -2.75
C -1.40 0.82 6.11
O -1.73 0.23 4.85
C -1.25 0.73 3.73
O -1.53 0.22 2.66
N -0.48 1.84 3.78
N 0.06 2.24 2.55
H -1.93 0.23 6.85
H -1.74 1.85 6.16
H -0.33 0.73 6.30
H -0.08 2.18 4.64
H 1.07 2.13 2.57
H -0.18 3.21 2.36
```

Results of the Mulliken charge analysis, in e, for atoms 1 through 99: number 1, Ti, carries -0.884; number 2, C, carries -1.503; number 3, C, carries 0.300; number 4, O, carries -0.032; number 5, C, carries -1.068; number 6, C, carries 0.785; number 7, C, carries -1.693; number 8, N, carries 1.541; number 9, N, carries -0.545; number 10, C, carries 0.417; number 11, O, carries -0.241; number 12, C, carries 0.410; number 13, C, carries -0.457; number 14, C, carries -0.714; number 15, C, carries -0.465; number 16, C, carries -0.820; number 17, C, carries -0.115; number 18, H, carries 0.329; number 19, H, carries 0.449; number 20, H, carries 0.376; number 21, H, carries 0.536; number 22, H, carries 0.528; number 23, H, carries 0.320; number 24, H, carries 0.282; number 25, H, carries 0.440; number 26, H, carries 0.432; number 27, H, carries 0.415; number 28, H, carries 0.446; number 29, H, carries 0.390; number 30, C, carries -1.250; number 31, P, carries 3.050; number 32, C, carries 0.005; number 33, C, carries -0.436; number 34, C, carries -0.951; number 35, C, carries -0.559; number 36, C, carries -0.927; number 37, C, carries -0.334; number 38, C, carries 0.403; number 39, C, carries 0.571; number 40, C, carries -0.946; number 41, C, carries -0.864; number 42, C, carries -0.910; number 43, C, carries -0.546; number 44, C, carries 0.283; number 45, C, carries -1.860; number 46, C, carries -0.813; number 47, C, carries -0.764; number 48, C, carries -1.672; number 49, P, carries -0.038; number 50, C, carries 0.794; number 51, C, carries -0.484; number 52, C, carries -0.694; number 53, C, carries -0.561; number 54, C, carries -0.759; number 55, C, carries -0.193; number 56, C, carries 0.934; number 57, C, carries -0.266; number 58, C, carries -0.758; number 59, C, carries -0.565; number 60, C, carries -0.729; number 61, C, carries -0.507; number 62, N, carries 2.031; number 63, H, carries 0.486; number 64, H, carries 0.814; number 65, H, carries 0.421; number 66, H, carries 0.422; number 67, H, carries 0.435; number 68, H, carries 0.463; number 69, H, carries 0.176; number 70, H, carries -0.530; number 71, H, carries 0.470; number 72, H, carries 0.418; number 73, H, carries 0.471; number 74, H, carries 0.524; number 75, H, carries 0.591; number 76, H, carries 0.685; number 77, H, carries 0.356; number 78, H, carries 1.043; number 79, H, carries 0.274; number 80, H, carries 0.433; number 81, H, carries 0.408; number 82, H, carries 0.456; number 83, H, carries 0.291; number 84, H, carries 0.147; number 85, H, carries 0.443; number 86, H, carries 0.403; number 87, H, carries 0.425; number 88, H, carries 0.506; number 89, C, carries -0.952; number 90, O, carries -0.376; number 91, C, carries -0.371; number 92, O, carries 0.503; number 93, N, carries -0.350; number 94, N, carries -0.127; number 95, H, carries 0.274; number 96, H, carries 0.348; number 97, H, carries 0.364; number 98, H, carries 0.291; number 99, H, carries 0.402


Results for total energy: -52463.40876 -9740.50921 -5346.25228 -103674.02248 (in eV, following the order of the records).
Results for relative energy (zero: lowest compared OMol25 entry of this formula, charge and spin): 0.00 58.21 23.38 8.82 (in kcal per mole, following the order of the records).